1.
{"formula": "C3H8OS2", "method": "wB97M-V/def2-TZVPD", "elements": ["C", "C", "O", "H", "H", "H", "H", "C", "S", "S", "H", "H", "H", "H"], "coordinates": [[-2.8285, -1.2139, -1.0526], [-2.9035, -1.6754, 0.1703], [-2.2005, -2.7886, 0.5840], [-3.3043, -0.3148, -1.4149], [-2.2885, -1.8083, -1.7863], [-3.4726, -1.1853, 0.9607], [-1.2555, -2.5525, 0.6502], [3.4372, 1.4949, 0.9014], [1.7662, 0.9992, 0.4332], [1.5691, 2.2366, -1.2281], [4.1642, 1.3640, 0.1102], [3.4228, 2.5181, 1.2868], [3.6454, 0.8468, 1.7436], [0.2485, 2.0792, -1.3587]], "forces_ev_per_angstrom": [[0.137, -0.208, -1.145], [0.185, 0.397, 0.835], [0.479, 0.003, 0.229], [-0.212, -0.021, 0.272], [0.110, 0.212, 0.057], [0.003, -0.147, -0.106], [-0.682, -0.218, -0.146], [-0.611, 0.411, 0.455], [0.019, -0.209, -0.053], [0.166, 0.159, -0.228], [0.058, -0.076, -0.104], [0.130, -0.069, -0.259], [0.313, -0.217, 0.076], [-0.095, -0.018, 0.116]], "mulliken_charge": [-0.592, -0.057, -0.503, 0.270, 0.242, 0.320, 0.323, -0.889, -0.006, -0.193, 0.321, 0.332, 0.288, 0.146], "lumo_ev": 0.410, "smiles": "C=CO.CSS", "homo_energy_ev": -8.3, "gap_ev": 8.68, "relative_energy_ev": 1.3514}


2.
{"formula": "C3H8OSi", "method": "wB97M-V/def2-TZVPD", "elements": ["C", "C", "C", "O", "Si", "H", "H", "H", "H", "H", "H", "H", "H"], "coordinates": [[-1.5923, -0.4228, -0.5756], [-1.5505, -0.2641, 0.9415], [2.2590, -0.4460, -0.1183], [0.0804, 2.0563, -0.0835], [-0.0243, 0.4460, -0.0312], [-1.5682, -1.3777, -1.0182], [-2.4163, 0.0145, -1.1211], [-2.3663, 0.3575, 1.2206], [-1.4720, -1.0756, 1.5809], [2.3529, -0.6330, -1.1654], [2.9360, 0.3737, 0.2614], [2.3270, -1.4261, 0.3641], [1.0345, 2.3974, -0.2553]], "forces_ev_per_angstrom": [[0.718, 0.282, -1.141], [1.391, 1.753, -1.195], [-2.529, 1.448, 0.659], [2.920, 2.064, -0.684], [0.438, -2.837, 1.001], [0.550, -1.528, -0.129], [-0.070, 0.859, 0.218], [-0.236, 0.870, 0.669], [0.155, -1.776, 0.839], [0.220, 0.259, -0.757], [-0.823, -1.145, -0.329], [-0.078, 0.574, 0.406], [-2.656, -0.825, 0.443]], "mulliken_charge": [-0.662, -0.801, -1.026, -0.494, 0.541, 0.318, 0.300, 0.277, 0.341, 0.329, 0.253, 0.299, 0.326], "lumo_ev": 0.471, "homo_energy_ev": -8.4, "gap_ev": 8.91, "relative_energy_ev": 2.0365}


3.
{"formula": "C3H8P2", "method": "wB97M-V/def2-TZVPD", "elements": ["C", "C", "C", "P", "P", "H", "H", "H", "H", "H", "H", "H", "H"], "coordinates": [[1.1186, 1.1749, -1.9539], [0.7367, 0.3060, 0.5470], [-0.6395, -0.4791, 1.3768], [-0.0556, 1.2743, -0.7772], [-1.7993, -0.7758, 0.0453], [0.9323, 1.6146, -2.9478], [2.1156, 0.8606, -1.4993], [1.3338, -0.3602, -0.0713], [1.3125, 0.9883, 1.2598], [-1.0493, 0.1822, 2.2294], [-0.3427, -1.3590, 1.9195], [-2.6331, -1.8603, 0.6706], [-1.0300, -1.5664, -0.7990]], "forces_ev_per_angstrom": [[0.506, 0.235, 1.259], [-1.958, 0.041, 2.336], [2.665, 2.056, 0.615], [-0.123, 1.185, -1.030], [-2.699, -0.827, 0.355], [0.647, -0.320, 0.615], [-1.032, 0.138, -1.690], [0.231, -0.598, 1.003], [-0.682, -1.248, -0.882], [0.544, -0.477, -1.775], [0.540, -0.456, -0.135], [0.982, 0.835, -0.639], [0.378, -0.564, -0.031]], "mulliken_charge": [-0.490, -0.846, -0.553, 0.003, -0.190, 0.264, 0.214, 0.441, 0.323, 0.330, 0.387, 0.070, 0.047], "lumo_ev": 0.159, "homo_energy_ev": -8.3, "gap_ev": 8.42, "relative_energy_ev": 1.7756}


4.
{"formula": "C3H8S", "method": "wB97M-V/def2-TZVPD", "elements": ["C", "S", "H", "H", "H", "H", "C", "C", "H", "H", "H", "H"], "coordinates": [[-1.7784, -1.0647, -0.2367], [-1.9134, 0.7203, -0.2008], [-1.7590, -1.5679, 0.7310], [-0.8881, -1.3722, -0.7842], [-2.6650, -1.3967, -0.7761], [-0.7350, 1.1941, 0.2821], [1.6865, 0.0815, 0.6726], [1.5975, 1.0506, -0.3654], [0.7788, -0.4449, 0.9684], [2.6080, -0.0405, 1.2341], [0.9133, 0.8559, -1.1877], [2.1548, 1.9844, -0.3374]], "forces_ev_per_angstrom": [[0.493, -0.419, -0.057], [-0.779, 0.729, 0.155], [-0.037, 0.290, 0.101], [-0.023, 0.000, -0.036], [0.016, -0.048, -0.047], [0.332, -0.520, -0.187], [-0.004, 0.381, -0.484], [-0.259, -0.334, 0.429], [0.327, -0.445, 0.136], [-0.253, 0.011, 0.402], [0.007, 0.466, -0.065], [0.180, -0.109, -0.346]], "mulliken_charge": [-0.782, -0.356, 0.270, 0.284, 0.285, 0.066, -0.506, -0.981, 0.010, 0.247, 0.254, 0.209], "s2": 0.753, "lumo_ev": [3.744, 3.720], "homo_energy_ev": [0.7, -2.5], "gap_ev": [3.00, 6.18], "relative_energy_ev": 2.4958, "charge": -1, "spin_multiplicity": 2}


5.
{"formula": "C3H8S", "method": "wB97M-V/def2-TZVPD", "elements": ["C", "C", "S", "C", "H", "H", "H", "H", "H", "H", "H", "H"], "coordinates": [[-0.6449, -0.4683, -1.1704], [-0.4874, 0.5431, -0.0535], [2.8203, 0.0152, 0.0046], [0.1826, -0.0263, 1.1806], [0.3453, -0.6751, -1.5851], [-1.2305, -0.0516, -1.9889], [-1.0562, -1.4125, -0.8296], [-1.4302, 0.9924, 0.2739], [0.0724, 1.4291, -0.3576], [0.3074, 0.7014, 1.9853], [-0.1870, -0.9725, 1.5606], [1.3082, -0.0751, 0.9800]], "forces_ev_per_angstrom": [[0.550, 0.445, -0.357], [-0.286, 0.332, 0.716], [-0.933, -0.145, 0.548], [0.447, 1.160, -0.227], [-0.016, -0.107, 0.049], [-0.198, -0.156, 0.054], [-0.274, -0.045, 0.046], [-0.325, -0.406, -0.048], [0.211, -0.209, -0.256], [-0.469, -0.015, 0.079], [0.258, -0.194, -0.196], [1.036, -0.659, -0.409]], "mulliken_charge": [-0.936, -0.306, -0.192, -0.630, 0.247, 0.302, 0.310, 0.336, 0.307, 0.349, 0.346, -0.132], "lumo_ev": -2.551, "homo_energy_ev": -9.3, "gap_ev": 6.70, "relative_energy_ev": 3.4373}


6.
{"formula": "C3H8S", "method": "wB97M-V/def2-TZVPD", "elements": ["C", "C", "S", "C", "H", "H", "H", "H", "H", "H", "H", "H"], "coordinates": [[-0.9990, -1.1408, 0.2474], [-1.4864, 0.2815, 0.4256], [1.8262, -0.2849, 0.1070], [-0.9698, 1.1625, -0.6900], [-1.2372, -1.7937, 1.0858], [-1.2849, -1.6052, -0.6931], [0.1407, -1.1542, 0.2292], [-2.5555, 0.3183, 0.5909], [-1.0345, 0.6161, 1.3648], [-1.3662, 2.1740, -0.6387], [-1.2413, 0.7307, -1.6672], [0.1254, 1.1188, -0.6445]], "forces_ev_per_angstrom": [[-0.162, 0.238, 0.070], [0.920, -0.165, 0.571], [-0.525, -0.656, 0.167], [-0.399, -0.445, -0.575], [0.092, -0.033, -0.012], [0.017, -0.002, -0.092], [0.728, 0.118, -0.031], [-0.372, -0.091, -0.289], [-0.184, 0.177, 0.043], [0.231, 0.099, 0.026], [-0.054, 0.225, 0.193], [-0.292, 0.536, -0.070]], "mulliken_charge": [-0.682, -0.247, -0.203, -0.855, 0.317, 0.343, -0.039, 0.350, 0.256, 0.283, 0.269, 0.208], "lumo_ev": -2.804, "homo_energy_ev": -9.3, "gap_ev": 6.48, "relative_energy_ev": 3.5518}


7.
{"formula": "C3H8S", "method": "wB97M-V/def2-TZVPD", "elements": ["C", "C", "C", "H", "H", "H", "H", "H", "H", "H", "H", "S"], "coordinates": [[0.2572, 1.2531, 0.0083], [-0.2657, 0.0582, -0.5057], [0.6794, -0.9739, -0.1162], [-0.1346, 2.1961, -0.2950], [-0.5205, 1.0774, 1.1920], [1.5802, 1.1931, 0.3140], [-0.4124, 0.4346, -1.6908], [0.5091, -2.0487, -0.3728], [1.7801, -0.9532, -0.4106], [0.6873, -0.9897, 0.9504], [-2.0670, -1.2005, 1.0792], [-2.0931, -0.0465, -0.1529]], "forces_ev_per_angstrom": [[2.078, 2.119, 8.036], [-2.131, 0.556, -6.174], [1.880, -4.455, -0.642], [0.200, 0.623, -0.565], [3.162, 1.424, -2.292], [-4.424, 0.615, -1.155], [0.694, -2.248, 2.120], [-0.791, 0.801, -0.123], [-1.473, 1.098, -0.008], [0.073, 0.130, 1.064], [0.070, 2.770, -2.828], [0.662, -3.433, 2.567]], "mulliken_charge": [-0.851, 0.318, -1.420, 0.358, 0.205, 0.197, 0.154, 0.319, 0.336, 0.426, 0.154, -0.196], "lumo_ev": 0.443, "homo_energy_ev": -9.1, "gap_ev": 9.54, "relative_energy_ev": 4.5738}


8.
{"formula": "C3H8S2", "method": "wB97M-V/def2-TZVPD", "elements": ["C", "C", "C", "H", "H", "H", "H", "H", "H", "S", "S", "H", "H"], "coordinates": [[2.4773, 0.3565, -1.9237], [2.5453, -0.9047, -2.2223], [1.2889, -1.8911, -1.7158], [3.2078, 1.0654, -2.2760], [1.5334, 0.8014, -1.5659], [3.4410, -1.4662, -2.3228], [0.3381, -1.9104, -2.3702], [1.7353, -2.9511, -1.8701], [1.0685, -1.5824, -0.6775], [-3.5384, 2.2245, 3.4251], [-5.2576, 3.2537, 4.3227], [-3.2993, 1.3528, 4.4451], [-5.5403, 1.6517, 4.7514]], "forces_ev_per_angstrom": [[-0.898, 2.089, -0.796], [-3.232, -3.038, 2.355], [1.751, -0.322, -2.179], [0.539, 0.129, 0.468], [0.478, -0.257, -0.193], [0.759, -0.077, -1.049], [1.587, 0.564, 0.973], [-0.980, 1.589, 0.978], [-0.005, -0.676, -0.557], [-0.396, 0.445, 0.424], [0.572, -5.121, 0.680], [-0.049, 0.562, -0.332], [-0.126, 4.114, -0.772]], "mulliken_charge": [-0.595, -0.105, -0.851, 0.277, 0.214, 0.285, 0.240, 0.259, 0.276, -0.176, -0.162, 0.159, 0.178], "lumo_ev": -0.390, "smiles": "C=CC.SS", "homo_energy_ev": -9.0, "gap_ev": 8.56, "relative_energy_ev": 3.4903}


9.
{"formula": "C3H8S2", "method": "wB97M-V/def2-TZVPD", "elements": ["C", "C", "C", "H", "H", "H", "H", "H", "H", "S", "S", "H", "H"], "coordinates": [[-0.0058, 1.5534, 0.8057], [1.2689, 1.8880, 0.3933], [2.1531, 0.6494, 0.0645], [-0.8615, 2.1880, 0.8259], [-0.2438, 0.5380, 0.8988], [1.9083, 2.6631, 0.8005], [2.4337, 0.6489, -0.9942], [1.8516, -0.3134, 0.2350], [3.2705, 0.5782, 0.4573], [-2.8102, -3.7086, -0.8182], [-2.6236, -1.4796, -0.9315], [-3.1702, -3.4694, 0.3939], [-3.1709, -1.7359, -2.1310]], "forces_ev_per_angstrom": [[2.281, 1.766, -1.653], [-0.436, -3.838, 2.604], [3.823, 2.469, -0.634], [-0.137, 0.942, 0.794], [-0.346, -1.485, -0.464], [-0.750, 1.178, -1.086], [-0.473, 0.236, -0.272], [-1.818, -2.189, 0.709], [-2.155, 0.913, -0.003], [0.802, 1.690, -0.738], [-0.178, -2.178, -0.781], [-0.605, -0.436, 1.593], [-0.007, 0.932, -0.067]], "mulliken_charge": [-0.603, -0.005, -0.974, 0.285, 0.141, 0.272, 0.281, 0.340, 0.270, -0.179, -0.156, 0.160, 0.168], "lumo_ev": -0.475, "smiles": "C=CC.SS", "homo_energy_ev": -9.1, "gap_ev": 8.59, "relative_energy_ev": 3.0653}